# C43H25BrNO13PS2

4 unconnected molecules or ions with the total composition C43H25BrNO13PS2 at a distorted geometry (ωB97M-V with the def2-TZVPD basis set, the OMol25 dataset).

The total charge is -2. The largest force on an atom is 8.61 eV/Å. The calculation puts the total energy at -6398.228092 Ha. Its spin multiplicity is 1.

Last column: Löwdin charge in e.
CARTESIAN COORDINATES (ANGSTROEM)
O -4.9004 -2.1457 2.6184  -0.171
C -5.1482 -2.7951 1.4466  -0.488
O -4.9213 -4.2620 1.3338  -0.280
S -5.7410 -1.6913 0.0310  0.670
O -7.3110 -1.6707 0.0979  -0.438
O -5.3788 -2.2165 -1.3787  -0.441
N -5.2137 -0.0624 0.3749  -0.358
S -3.8619 0.4156 -0.6466  0.395
O -4.2941 0.6682 -2.1438  -0.465
O -3.4246 1.8395 -0.1235  -0.520
P -2.1250 -0.8360 -0.4543  0.480
O -2.5180 -2.5314 -0.4009  -0.434
Br -1.2054 -0.4242 1.6309  0.169
H -2.1441 -3.0293 -1.1911  0.074
C 5.2015 4.3890 4.1015  -0.078
C 5.6139 5.5078 3.3780  -0.104
C 4.7344 6.1273 2.4887  -0.017
C 3.4416 5.6192 2.3130  -0.082
C 3.0377 4.4860 3.0179  -0.075
C 3.9159 3.8761 3.9232  0.015
C 1.6936 3.9120 2.8036  -0.276
O 1.3367 2.9187 3.4251  0.107
C 0.7897 4.5467 1.8237  -0.086
C -0.4655 3.9792 1.5681  0.033
C -1.3318 4.5807 0.6527  -0.022
C -0.9523 5.7524 -0.0014  -0.049
C 0.2997 6.3168 0.2471  -0.005
C 1.1762 5.7069 1.1544  -0.100
C 2.5122 6.2917 1.3835  -0.285
O 2.8483 7.3189 0.8056  0.079
H 5.8838 3.9116 4.8014  0.107
H 6.6202 5.8998 3.5076  0.111
H 5.0615 7.0035 1.9313  0.121
H 3.6029 2.9992 4.4872  0.124
H -0.7708 3.0662 2.0769  0.118
H -2.3039 4.1354 0.4519  0.104
H -1.6298 6.2251 -0.7091  0.108
H 0.5911 7.2290 -0.2710  0.115
C 12.1300 -1.5077 2.5189  -0.063
C 12.5840 -1.4201 1.2031  -0.064
C 12.0251 -0.4831 0.3325  0.003
C 10.9999 0.3614 0.7756  -0.085
C 10.5292 0.2570 2.0839  -0.084
C 11.1036 -0.6720 2.9613  0.005
C 9.4146 1.1084 2.5475  -0.278
O 9.0030 1.0198 3.6977  0.098
C 8.7981 2.0613 1.6030  -0.083
C 7.7029 2.8334 2.0120  0.021
C 7.1223 3.7466 1.1293  -0.038
C 7.6380 3.8979 -0.1576  -0.043
C 8.7253 3.1260 -0.5695  0.006
C 9.3001 2.1988 0.3098  -0.089
C 10.4270 1.3616 -0.1470  -0.279
O 10.8778 1.4906 -1.2794  0.091
H 12.5719 -2.2316 3.2001  0.105
H 13.3753 -2.0801 0.8547  0.105
H 12.3881 -0.4168 -0.6918  0.120
H 10.7505 -0.7498 3.9882  0.121
H 7.2963 2.7237 3.0161  0.110
H 6.2687 4.3414 1.4472  0.080
H 7.1904 4.6144 -0.8431  0.111
H 9.1194 3.2460 -1.5773  0.120
C -8.8692 -5.0285 0.3714  -0.037
C -7.6131 -4.7656 -0.1746  -0.029
C -7.4322 -4.7992 -1.5582  0.035
C -8.5085 -5.1089 -2.3986  -0.086
C -9.7583 -5.3958 -1.8513  -0.107
C -9.9421 -5.3442 -0.4634  -0.009
C -10.8884 -5.7722 -2.7250  -0.291
O -11.9876 -6.0209 -2.2452  0.066
C -10.6725 -5.8529 -4.1834  -0.084
C -11.7196 -6.2645 -5.0182  -0.009
C -11.5278 -6.3308 -6.3999  -0.084
C -10.2964 -5.9781 -6.9514  -0.081
C -9.2499 -5.5730 -6.1216  -0.002
C -9.4358 -5.5198 -4.7338  -0.079
C -8.3121 -5.1245 -3.8619  -0.278
O -7.2281 -4.8189 -4.3453  0.100
H -9.0124 -4.9933 1.4492  0.109
H -6.7739 -4.5320 0.4768  0.066
H -6.4500 -4.5877 -1.9777  0.120
H -10.9184 -5.5537 -0.0297  0.109
H -12.6851 -6.5386 -4.5960  0.114
H -12.3406 -6.6557 -7.0459  0.096
H -10.1490 -6.0226 -8.0283  0.097
H -8.2898 -5.3039 -6.5589  0.118

# C43H30Cl5MoN7O

A molecular structure, C43H30Cl5MoN7O at a distorted geometry (ωB97M-V with the def2-TZVPD basis set, the OMol25 dataset).

The energy above the lowest of the compared OMol25 structures with the same formula, charge and spin is 0.749 eV. The largest force on an atom is 1.80 eV/Å. The calculation puts the total energy at -4484.400178 Ha. Its spin multiplicity is 3.

Last column: Löwdin charge in e.
CARTESIAN COORDINATES (ANGSTROEM)
Mo -0.2459 0.0583 -0.1443  1.532
C 0.4411 -1.2210 4.0415  -0.031
C -0.1685 -1.0495 2.7884  -0.125
N 0.1525 -0.0625 1.9796  -0.025
C 1.0616 0.8748 2.3952  -0.148
C 1.7283 0.7681 3.6231  -0.152
C 1.3999 -0.3355 4.4441  0.007
C 2.6582 1.7735 3.9859  -0.044
C 2.8482 2.8349 3.1507  -0.071
C 2.1413 2.9698 1.9344  -0.008
C 1.2443 2.0067 1.5292  -0.228
N 0.4152 1.9729 0.4175  -0.124
C -0.2532 3.0749 -0.0688  -0.238
C 0.1889 4.3692 -0.2417  -0.010
C -0.6924 5.3790 -0.6910  -0.074
C -2.0023 5.1250 -0.9745  -0.049
C -2.4895 3.7983 -0.8638  -0.161
C -3.8202 3.4202 -1.1528  0.001
C -4.1846 2.1066 -1.0685  -0.033
C -3.2234 1.1472 -0.7078  -0.092
N -1.9830 1.4677 -0.4094  0.000
C -1.6098 2.7835 -0.4557  -0.175
H 0.1535 -2.0598 4.6592  0.111
H -0.9140 -1.7417 2.4194  0.089
H 1.9025 -0.4575 5.3962  0.121
H 3.1959 1.6920 4.9217  0.111
H 3.5614 3.6029 3.4221  0.106
H 2.3337 3.8355 1.3224  0.088
H 1.2219 4.6231 -0.0679  0.091
H -0.3087 6.3847 -0.8086  0.106
H -2.6703 5.9138 -1.2957  0.109
H -4.5391 4.1790 -1.4383  0.120
H -5.1933 1.7854 -1.2870  0.110
H -3.4713 0.0939 -0.6762  0.097
Cl 2.7076 1.3382 -1.6028  0.684
C 2.9116 -0.1117 -0.6442  -0.678
C 1.7979 -0.8495 -0.2340  -0.280
C 2.1233 -2.1001 0.3129  -0.680
Cl 0.8896 -3.2930 0.5949  0.727
C 3.4291 -2.5034 0.6049  -0.706
Cl 3.7407 -4.0169 1.3557  0.776
C 4.4952 -1.6711 0.2800  -0.713
Cl 6.1148 -2.1349 0.6378  0.705
C 4.2347 -0.4771 -0.3840  -0.718
Cl 5.5559 0.5215 -0.8620  0.675
C 4.6409 -7.0582 -0.1814  -0.053
C 3.8662 -6.1239 -1.0692  -0.292
C 4.1742 -4.7653 -1.1166  -0.159
C 3.4626 -3.9103 -1.9329  -0.040
C 2.4146 -4.3799 -2.7117  -0.219
N 1.7080 -3.4018 -3.4447  0.143
C 0.9551 -3.5740 -4.5620  -0.513
O 0.7878 -4.6146 -5.1590  0.084
N 0.3707 -2.3905 -5.0377  0.137
C 0.1125 -1.1789 -4.3927  -0.202
C -0.0740 -0.0237 -5.1497  0.009
C -0.3268 1.1692 -4.5055  -0.036
C -0.3775 1.1986 -3.1239  -0.140
N -0.2294 0.0972 -2.3870  -0.062
C 0.0000 -1.0668 -3.0066  -0.073
C 2.0958 -5.7283 -2.6956  -0.006
C 2.8290 -6.5795 -1.8749  -0.032
H 4.9019 -6.5777 0.7633  0.059
H 5.5734 -7.3738 -0.6550  0.083
H 4.0643 -7.9558 0.0427  0.077
H 4.9852 -4.3764 -0.5300  0.044
H 3.7176 -2.8567 -1.9708  0.114
H 1.9380 -2.4529 -3.1964  0.124
H 0.0090 -2.5024 -5.9707  0.149
H 0.0019 -0.0702 -6.2294  0.122
H -0.4638 2.0847 -5.0634  0.114
H -0.5306 2.1304 -2.5980  0.102
H 0.0806 -1.9256 -2.3560  0.094
H 1.2941 -6.1074 -3.3107  0.106
H 2.5760 -7.6338 -1.8639  0.112
N -1.3853 -1.3447 -0.0956  -0.210
C -2.4613 -2.1457 -0.0069  -0.428
C -3.4725 -1.9425 0.9635  -0.084
C -4.5917 -2.7554 1.0060  -0.114
C -4.7436 -3.8128 0.1164  -0.123
C -3.7330 -4.0557 -0.8115  -0.108
C -2.6102 -3.2553 -0.8736  -0.058
H -3.3553 -1.1231 1.6649  0.098
H -5.3558 -2.5672 1.7515  0.097
H -5.6236 -4.4407 0.1513  0.090
H -3.8274 -4.8862 -1.5015  0.099
H -1.8220 -3.4629 -1.5880  0.091

# C43H30IN2PPd

A molecular structure, C43H30IN2PPd (ωB97M-V with the def2-TZVPD basis set, the OMol25 dataset).

The total charge is +2. The energy above the lowest of the compared OMol25 structures with the same formula, charge and spin is 0.643 eV. The largest force on an atom is 0.92 eV/Å. The calculation puts the total energy at -2532.463303 Ha. Its spin multiplicity is 1.

Last column: Löwdin charge in e.
CARTESIAN COORDINATES (ANGSTROEM)
Pd 0.2927 0.2927 -0.6038  0.379
I -1.0162 1.7754 -2.3059  1.249
C -2.0764 2.8976 -0.9167  -0.593
C -3.4313 2.9624 -1.0612  -0.127
C -4.1738 3.8679 -0.2758  -0.044
C -3.5175 4.7161 0.5608  -0.001
C -2.1091 4.6570 0.7198  -0.145
C -1.4684 5.5945 1.5628  0.010
C -0.1177 5.5670 1.7380  -0.027
C 0.6223 4.5330 1.1455  -0.068
C 0.0541 3.5882 0.3138  -0.298
P 1.2370 2.2266 0.0062  0.918
C 2.6228 2.9163 -0.9021  -0.351
C 2.3987 4.0037 -1.7491  -0.082
C 3.4304 4.5067 -2.5255  -0.047
C 4.6928 3.9349 -2.4590  -0.043
C 4.9238 2.8540 -1.6172  -0.051
C 3.8948 2.3401 -0.8469  -0.111
C 1.7432 1.7328 1.6734  -0.371
C 2.9763 2.0614 2.2346  -0.079
C 3.3142 1.5900 3.4957  -0.042
C 2.4244 0.7955 4.2050  -0.045
C 1.1816 0.4906 3.6655  -0.064
C 0.8394 0.9588 2.4067  -0.126
C -1.3448 3.6824 0.0225  -0.205
H -3.9357 2.3488 -1.7950  0.103
H -5.2482 3.9124 -0.3830  0.121
H -4.0626 5.4662 1.1189  0.129
H -2.0748 6.3398 2.0610  0.130
H 0.3804 6.2975 2.3594  0.123
H 1.6773 4.4718 1.3868  0.115
H 1.4226 4.4695 -1.7946  0.105
H 3.2503 5.3528 -3.1743  0.119
H 5.5005 4.3374 -3.0550  0.119
H 5.9110 2.4159 -1.5557  0.117
H 4.0967 1.5044 -0.1891  0.094
H 3.6773 2.6855 1.6967  0.105
H 4.2728 1.8452 3.9266  0.120
H 2.6939 0.4260 5.1852  0.121
H 0.4780 -0.1077 4.2287  0.117
H -0.1482 0.7319 2.0097  0.100
C -0.9389 -1.3955 -0.6852  -0.059
C -1.6742 -2.3748 -0.7385  -0.124
C -2.5151 -3.4797 -0.7855  -0.075
C -3.6074 -3.5814 0.1555  -0.176
C -4.8136 -4.1979 -0.2141  -0.008
C -5.8648 -4.2468 0.6817  -0.038
C -5.7158 -3.7038 1.9522  -0.030
C -4.5268 -3.0852 2.3286  -0.045
C -3.4843 -3.0034 1.4302  0.000
C -2.2709 -4.5002 -1.7786  -0.169
C -1.5715 -4.1818 -2.9565  0.003
C -1.3287 -5.1532 -3.9038  -0.042
C -1.7467 -6.4612 -3.6718  -0.027
C -2.4058 -6.8019 -2.4974  -0.036
C -2.6757 -5.8281 -1.5549  -0.003
H -4.9381 -4.5874 -1.2150  0.127
H -6.7987 -4.7055 0.3891  0.120
H -6.5376 -3.7560 2.6541  0.120
H -4.4231 -2.6723 3.3223  0.116
H -2.5518 -2.5308 1.7087  0.115
H -1.2545 -3.1610 -3.1232  0.114
H -0.8151 -4.9044 -4.8217  0.116
H -1.5448 -7.2257 -4.4105  0.121
H -2.6984 -7.8261 -2.3139  0.120
H -3.1479 -6.0983 -0.6208  0.126
N 4.5941 -2.7206 3.1682  0.202
C 4.2724 -2.3310 2.1380  -0.160
C 3.8713 -1.8039 0.8638  -0.177
C 4.7138 -1.8183 -0.2440  0.031
C 4.2510 -1.2654 -1.4241  -0.016
C 2.9886 -0.7001 -1.4527  -0.119
N 2.1758 -0.6923 -0.3872  -0.052
C 2.6043 -1.2507 0.7471  -0.060
H 5.7013 -2.2540 -0.1751  0.140
H 4.8596 -1.2543 -2.3164  0.127
H 2.6036 -0.2414 -2.3539  0.121
H 1.9296 -1.2486 1.5917  0.120

# C43H30N4O5P2S5Se2Ta

A molecular structure, C43H30N4O5P2S5Se2Ta at a distorted geometry (ωB97M-V with the def2-TZVPD basis set, the OMol25 dataset).

The total charge is -1. The energy above the lowest of the compared OMol25 structures with the same formula, charge and spin is 0.447 eV. The largest force on an atom is 1.13 eV/Å. The calculation puts the total energy at -9785.586969 Ha. Its spin multiplicity is 1.

Last column: natural (NBO) charge in e.
CARTESIAN COORDINATES (ANGSTROEM)
Ta -0.8479 -0.8926 -2.9832  1.687
Se 3.3112 1.9930 1.6739  -0.472
P 1.6759 0.8977 2.3822  1.235
C 2.1410 -0.4033 3.5809  -0.322
C 3.4891 -0.6019 3.8571  -0.202
C 3.8755 -1.4907 4.8487  -0.216
C 2.9128 -2.1595 5.5891  -0.195
C 1.5665 -1.9436 5.3326  -0.205
C 1.1772 -1.0754 4.3263  -0.211
C 0.4652 1.8533 3.3535  -0.388
C 0.9330 2.9545 4.0588  -0.120
C 0.0727 3.6666 4.8817  -0.230
C -1.2533 3.2794 4.9987  -0.198
C -1.7233 2.1844 4.2870  -0.215
C -0.8683 1.4712 3.4629  -0.179
C 0.6831 0.2918 0.9963  -0.309
C 0.5451 -0.7306 0.0578  -0.185
N -0.2901 -0.2279 -0.9035  -0.445
N -0.6244 1.0181 -0.5737  -0.026
N -0.0553 1.3394 0.5378  -0.247
P 1.1920 -2.3894 -0.1794  1.258
Se 0.1292 -3.3401 -1.7663  -0.255
C 0.8851 -3.3041 1.3533  -0.307
C 1.8181 -4.1877 1.8792  -0.197
C 1.4507 -5.0352 2.9133  -0.208
C 0.1576 -5.0067 3.4134  -0.194
C -0.7737 -4.1172 2.8927  -0.202
C -0.4127 -3.2687 1.8610  -0.204
C 2.9672 -2.2701 -0.4711  -0.353
C 3.7417 -1.5102 0.4009  -0.212
C 5.0875 -1.3287 0.1408  -0.202
C 5.6569 -1.9056 -0.9875  -0.162
C 4.8916 -2.6862 -1.8417  -0.195
C 3.5411 -2.8687 -1.5882  -0.203
H 4.2282 -0.0471 3.2914  0.247
H 4.9275 -1.6405 5.0549  0.217
H 3.2129 -2.8438 6.3732  0.212
H 0.8165 -2.4472 5.9275  0.214
H 0.1264 -0.9002 4.1410  0.223
H 1.9664 3.2583 3.9449  0.232
H 0.4387 4.5296 5.4232  0.213
H -1.9276 3.8401 5.6341  0.211
H -2.7629 1.8919 4.3644  0.215
H -1.2462 0.6368 2.8845  0.220
H 2.8208 -4.2253 1.4699  0.233
H 2.1710 -5.7337 3.3194  0.218
H -0.1276 -5.6777 4.2142  0.214
H -1.7860 -4.1007 3.2764  0.218
H -1.1445 -2.6010 1.4194  0.231
H 3.2845 -1.0488 1.2615  0.215
H 5.6821 -0.7141 0.8047  0.224
H 6.6961 -1.7241 -1.2289  0.239
H 5.3398 -3.0895 -2.7383  0.250
H 2.9282 -3.4555 -2.2620  0.240
O 6.2343 -0.9047 -4.1139  -0.751
C 5.7043 0.1746 -3.7898  0.738
O 6.1667 1.2973 -3.5517  -0.726
C 4.1451 0.0725 -3.6436  -0.029
C 3.4734 0.9177 -2.7657  -0.174
C 2.1206 0.7467 -2.5528  0.030
N 1.4229 -0.2080 -3.1803  -0.538
C 2.0612 -1.0048 -4.0558  0.088
C 3.4138 -0.9072 -4.3057  -0.199
C 1.2022 -2.0516 -4.7221  0.778
O 1.6781 -2.9331 -5.3897  -0.561
O -0.0707 -1.8866 -4.4566  -0.776
H 4.0259 1.6988 -2.2620  0.252
H 1.5664 1.3807 -1.8693  0.217
H 3.8793 -1.6017 -4.9901  0.267
S -2.8260 -2.4953 -3.4221  -0.282
S -2.9501 -1.9869 -5.4048  0.015
S -3.0247 0.0804 -5.4792  -0.005
S -1.1300 0.7155 -5.0550  -0.287
C -7.8483 6.2377 -3.3115  -0.729
C -8.5513 4.9597 -2.9768  0.499
O -9.2255 4.3046 -3.7098  -0.507
S -8.2667 4.4376 -1.2178  0.116
C -6.8519 3.3950 -1.5414  -0.181
C -6.9082 2.3551 -2.4636  -0.243
C -5.7920 1.5650 -2.6731  -0.113
C -4.6185 1.7896 -1.9458  -0.125
C -4.5783 2.8275 -1.0121  -0.173
C -5.6879 3.6309 -0.8167  -0.215
C -3.4754 0.9762 -2.1828  0.016
C -2.4993 0.2863 -2.3989  -0.444
H -8.0532 6.5417 -4.3370  0.230
H -6.7771 6.0846 -3.1704  0.253
H -8.1612 7.0068 -2.6056  0.241
H -7.8181 2.1708 -3.0178  0.233
H -5.8152 0.7654 -3.4014  0.225
H -3.6637 2.9999 -0.4601  0.232
H -5.6633 4.4489 -0.1086  0.220

Question: Which formula does entry 2 have?
Answer: C43H30Cl5MoN7O